[1]
Formula: C29H28BF4IrN6OTe
Source: OMol25
Level of theory: ωB97M-V/def2-TZVPD

## Properties
**Net charge**: +1
**Gap between HOMO and LUMO (alpha / beta)**: 6.6 / 6.7 eV
**Highest occupied orbital energy (alpha / beta)**: -10.632 / -11.450 eV
**Spin multiplicity**: 2

Geometry (Å):
Ir: -2.304 1.179 -1.252
N: -3.712 0.918 2.622
C: -3.236 0.224 1.599
N: -2.718 1.087 0.730
C: -2.989 2.306 1.275
N: -3.590 2.251 2.429
C: -2.650 3.468 0.474
C: -2.758 4.776 0.906
N: -2.481 5.800 0.111
C: -2.100 5.500 -1.123
C: -1.961 4.199 -1.586
N: -2.232 3.169 -0.778
H: -4.207 0.571 3.428
H: -3.261 -0.847 1.501
H: -3.081 4.984 1.919
H: -1.883 6.326 -1.788
H: -1.637 3.975 -2.587
C: 4.914 -2.190 4.357
C: 3.898 -1.704 3.362
C: 3.068 -0.629 3.652
C: 2.130 -0.159 2.740
C: 1.294 1.038 3.128
C: 2.003 -0.823 1.508
Te: 0.473 -0.102 0.222
N: -0.523 0.357 -1.822
C: -0.345 1.230 -2.800
O: -1.404 1.943 -2.992
C: 0.836 1.362 -3.659
C: 2.076 0.870 -3.260
C: 3.174 1.018 -4.089
C: 3.035 1.650 -5.318
C: 1.797 2.137 -5.720
C: 0.697 1.996 -4.892
C: -0.305 -2.043 -0.080
C: -0.340 -2.566 -1.369
C: -0.805 -3.851 -1.585
C: -1.238 -4.613 -0.509
C: -1.206 -4.084 0.769
C: -0.744 -2.790 1.015
C: -0.738 -2.298 2.439
C: 2.863 -1.878 1.171
C: 2.824 -2.576 -0.162
C: 3.786 -2.307 2.116
H: 4.835 -1.654 5.301
H: 5.926 -2.052 3.974
H: 4.785 -3.254 4.557
H: 3.160 -0.134 4.613
H: 1.558 1.369 4.130
H: 0.223 0.817 3.126
H: 1.453 1.882 2.452
H: 2.187 0.380 -2.300
H: 4.139 0.641 -3.779
H: 3.894 1.761 -5.966
H: 1.691 2.620 -6.682
H: -0.275 2.359 -5.198
H: 0.000 -1.976 -2.209
H: -0.833 -4.253 -2.589
H: -1.606 -5.618 -0.666
H: -1.553 -4.680 1.604
H: -1.609 -2.680 2.974
H: -0.746 -1.209 2.511
H: 0.152 -2.639 2.971
H: 2.523 -1.908 -0.971
H: 2.122 -3.411 -0.152
H: 3.809 -2.970 -0.410
H: 4.449 -3.129 1.866
F: -5.860 -0.321 -1.987
B: -5.017 0.144 -1.052
F: -3.788 -0.663 -0.997
F: -4.496 1.474 -1.436
F: -5.539 0.237 0.216

***

[2]
Formula: C29H28ClF3IIrN2O8P
Source: OMol25
Level of theory: ωB97M-V/def2-TZVPD

## Properties
**Gap between HOMO and LUMO (alpha / beta)**: 7.9 / 5.8 eV
**Highest occupied orbital energy (alpha / beta)**: -8.388 / -8.365 eV
**Spin multiplicity**: 2

Geometry (Å):
Ir: -0.182 -0.522 0.798
O: -0.318 3.449 -0.745
C: -0.173 2.240 -0.787
O: -0.460 1.446 0.190
C: 0.315 1.630 -2.085
C: -0.007 2.259 -3.283
C: 0.413 1.678 -4.464
C: 1.165 0.511 -4.408
C: 1.467 -0.015 -3.164
N: 1.045 0.525 -2.023
H: -0.580 3.174 -3.255
H: 0.163 2.125 -5.417
H: 1.510 0.017 -5.306
H: 2.064 -0.916 -3.075
Cl: -4.960 2.608 4.571
C: -3.489 1.933 3.956
C: -2.304 2.247 4.559
C: -1.094 1.701 4.091
I: 0.691 2.159 5.035
C: -1.084 0.865 2.997
O: 0.023 0.294 2.544
C: -2.319 0.560 2.360
N: -2.247 -0.278 1.290
C: -3.348 -0.676 0.704
C: -4.612 -0.227 1.122
C: -4.709 0.644 2.169
C: -3.538 1.060 2.838
H: -2.296 2.916 5.407
H: -3.245 -1.357 -0.127
H: -5.490 -0.573 0.597
H: -5.670 1.014 2.500
F: 0.394 -3.398 0.901
C: -0.128 -2.411 1.670
F: 0.540 -2.474 2.839
F: -1.395 -2.832 1.962
C: 3.730 -2.918 -1.842
C: 2.689 -2.487 -0.840
O: 2.919 -1.087 -0.539
P: 2.088 -0.363 0.605
O: 2.609 1.115 0.525
C: 3.390 1.768 -0.499
C: 4.757 2.105 0.045
O: 2.670 -0.893 1.974
C: 4.057 -0.753 2.334
C: 4.326 -1.684 3.490
H: 3.577 -3.966 -2.099
H: 4.734 -2.804 -1.433
H: 3.660 -2.327 -2.756
H: 2.764 -3.064 0.083
H: 1.675 -2.586 -1.224
H: 2.833 2.664 -0.768
H: 3.453 1.118 -1.369
H: 4.675 2.703 0.953
H: 5.309 2.683 -0.698
H: 5.326 1.202 0.266
H: 4.229 0.290 2.606
H: 4.681 -0.996 1.470
H: 3.664 -1.450 4.323
H: 5.359 -1.575 3.822
H: 4.159 -2.720 3.198
O: -1.987 -0.214 -1.862
C: -1.310 -1.223 -1.851
O: -0.517 -1.599 -0.876
C: -1.176 -2.090 -3.072
C: -1.713 -1.631 -4.270
C: -1.583 -2.387 -5.424
C: -0.924 -3.609 -5.383
C: -0.399 -4.076 -4.185
C: -0.522 -3.317 -3.030
H: -2.219 -0.675 -4.275
H: -1.996 -2.026 -6.357
H: -0.824 -4.201 -6.284
H: 0.102 -5.035 -4.151
H: -0.131 -3.675 -2.087

***

[3]
Formula: C29H28ClNNdP
Source: OMol25
Level of theory: ωB97M-V/def2-TZVPD

## Properties
**Gap between HOMO and LUMO (alpha / beta)**: 5.6 / 5.7 eV
**Highest occupied orbital energy (alpha / beta)**: -5.990 / -5.988 eV
**Spin multiplicity**: 4

Geometry (Å):
C: 1.618 1.493 2.605
C: 1.481 2.211 1.378
C: 0.137 2.700 1.321
H: 2.255 2.370 0.649
C: -0.522 2.267 2.500
C: 0.399 1.549 3.312
H: 0.178 1.065 4.246
H: 2.495 0.947 2.908
H: -0.297 3.292 0.535
H: -1.565 2.414 2.722
Nd: 0.118 0.511 1.274
Cl: -2.005 -0.479 1.603
P: -0.195 0.319 -0.978
C: -1.291 1.618 -1.675
C: -0.988 2.312 -2.845
H: -0.061 2.121 -3.365
C: -1.873 3.253 -3.352
H: -1.622 3.788 -4.258
C: -3.073 3.505 -2.703
H: -3.762 4.238 -3.100
C: -3.387 2.805 -1.545
H: -4.325 2.987 -1.039
C: -2.503 1.869 -1.031
H: -2.754 1.319 -0.136
C: 1.381 0.512 -1.884
C: 2.093 1.710 -1.813
H: 1.668 2.563 -1.302
C: 3.335 1.825 -2.414
H: 3.872 2.763 -2.363
C: 3.890 0.739 -3.080
H: 4.863 0.827 -3.545
C: 3.192 -0.457 -3.143
H: 3.619 -1.309 -3.654
C: 1.943 -0.573 -2.550
H: 1.407 -1.509 -2.598
C: -0.908 -1.219 -1.679
C: -1.566 -1.175 -2.907
H: -1.697 -0.235 -3.423
C: -2.066 -2.336 -3.475
H: -2.577 -2.290 -4.427
C: -1.919 -3.550 -2.817
H: -2.313 -4.457 -3.259
C: -1.269 -3.596 -1.594
H: -1.156 -4.537 -1.072
C: -0.765 -2.437 -1.021
H: -0.263 -2.478 -0.070
C: 2.331 -2.208 1.921
C: 1.289 -2.167 2.985
C: 1.201 -3.047 4.044
C: 0.109 -2.656 4.783
C: -0.424 -1.552 4.148
C: -1.623 -0.818 4.690
N: 0.301 -1.254 3.032
H: 3.334 -2.089 2.382
H: 2.168 -1.389 1.190
H: 2.281 -3.182 1.392
H: 1.858 -3.878 4.259
H: -0.254 -3.118 5.692
H: -2.498 -1.499 4.715
H: -1.405 -0.477 5.724
H: -1.888 0.080 4.107

***

[4]
Formula: C29H28F2N
Source: OMol25
Level of theory: ωB97M-V/def2-TZVPD

## Properties
**Net charge**: +1
**Gap between HOMO and LUMO**: 4.6 eV
**Highest occupied orbital energy**: -9.998 eV
**Spin multiplicity**: 1

Geometry (Å):
F: 5.580 1.712 0.648
C: 4.223 1.705 0.880
C: 3.736 2.342 2.023
C: 2.347 2.324 2.251
C: 1.493 1.713 1.347
C: 1.990 1.064 0.175
C: 1.070 0.445 -0.707
C: 1.506 0.100 -1.981
C: 1.043 -0.751 -3.001
C: 1.786 -1.177 -4.161
C: 3.201 -1.025 -4.298
C: 3.835 -1.489 -5.449
F: 5.201 -1.347 -5.559
C: 3.167 -2.104 -6.507
C: 1.778 -2.259 -6.380
C: 1.109 -1.816 -5.244
C: 3.409 1.059 -0.036
H: 4.420 2.832 2.709
H: 1.936 2.801 3.143
H: 0.412 1.729 1.516
H: -0.006 0.325 -0.175
H: 2.427 0.615 -2.293
H: 0.032 -1.152 -2.946
H: 3.789 -0.567 -3.505
H: 3.704 -2.449 -7.388
H: 1.220 -2.734 -7.189
H: 0.028 -1.947 -5.166
H: 3.843 0.537 -0.886
C: -2.577 2.915 3.717
C: -3.443 3.330 2.524
C: -3.073 2.408 1.353
N: -2.240 1.353 1.940
C: -1.814 0.261 1.243
C: -1.244 0.366 -0.133
C: -1.704 -0.837 -0.936
C: -1.007 -2.043 -0.293
C: -1.379 -2.182 1.150
C: -1.910 -1.061 1.848
C: -2.645 -1.329 3.028
C: -2.500 -2.544 3.685
C: -1.749 -3.569 3.091
C: -1.229 -3.397 1.807
C: -1.893 1.600 3.350
H: -1.811 3.663 3.926
H: -3.181 2.778 4.615
H: -4.503 3.217 2.771
H: -3.267 4.371 2.248
H: -3.979 1.989 0.880
H: -2.524 2.954 0.568
H: -1.560 1.306 -0.609
H: -2.798 -0.906 -0.868
H: -1.432 -0.719 -1.983
H: -1.220 -2.965 -0.852
H: 0.081 -1.887 -0.358
H: -3.361 -0.591 3.398
H: -2.975 -2.682 4.655
H: -1.599 -4.502 3.631
H: -0.698 -4.212 1.317
H: -0.797 1.638 3.466
H: -2.250 0.790 3.994

***

Q: What is the formula in the fourth record?
A: C29H28F2N

***

Q: Which of these has the highest spin multiplicity?
A: C29H28ClNNdP

***

Q: The highest spin multiplicity belongs to which entry?
A: C29H28ClNNdP